ORCA calculation (ωB97M-V/def2-TZVPD) on a structure of composition C33H38CdClN7O3SSi in a non-equilibrium geometry.

The geometry in XYZ format:
```
85
Properties=species:S:1:pos:R:3:forces:R:3
Cd -0.05391 -0.07119 -0.03008 -0.107 -1.011 0.594
Cl -6.30297 -4.15270 2.43597 -0.116 -0.102 0.043
C -5.08959 -3.01079 1.93726 0.214 -0.264 -0.030
C -5.35338 -1.63515 2.05892 0.139 0.011 -0.070
C -4.40792 -0.72408 1.70006 -0.137 0.044 -0.167
C -3.11880 -1.10635 1.18725 -0.146 -0.416 0.131
O -2.24699 -0.23011 0.94596 0.162 0.308 -0.344
C -2.90645 -2.52530 1.02615 -0.145 0.671 0.089
C -1.71596 -3.02908 0.43318 0.124 -0.331 -0.066
O -0.75898 -2.40229 -0.02610 0.053 0.029 -0.008
C -3.89978 -3.44305 1.42969 -0.105 0.081 0.029
H -6.31131 -1.32308 2.44779 -0.082 0.077 0.017
H -4.60582 0.33488 1.79425 0.015 0.062 -0.022
H -1.66710 -4.13801 0.38753 -0.001 0.089 -0.051
H -3.70817 -4.50106 1.32065 -0.005 -0.134 -0.021
C 4.07461 1.27079 -0.50089 -0.035 0.065 0.053
C 2.91737 2.21684 -0.64339 0.216 0.235 -0.001
C 3.12301 3.57696 -0.80264 0.080 0.072 0.083
C 2.00815 4.40860 -0.89857 0.066 -0.127 -0.042
C 0.75299 3.85904 -0.89529 0.065 0.032 0.076
C 0.61372 2.45616 -0.80301 0.387 0.521 -0.121
N 1.70034 1.67655 -0.63533 0.154 0.029 -0.058
N -0.55646 1.80945 -0.85103 -0.745 0.136 -0.264
Si -2.00922 2.43081 -1.53691 -0.668 0.146 -0.342
C -3.09187 0.92400 -1.97855 0.315 0.549 0.234
C -1.68388 3.41250 -3.15425 0.009 -0.358 0.723
C -2.95644 3.62508 -0.36061 0.397 -0.527 -0.493
H 4.34076 0.86218 -1.47654 0.053 -0.078 -0.044
H 3.79859 0.44625 0.15177 0.033 -0.087 0.045
H 4.95225 1.77358 -0.09893 0.015 0.011 -0.002
H 4.12109 3.99049 -0.80757 0.057 -0.053 0.010
H 2.13893 5.48087 -0.96819 -0.029 0.038 -0.005
H -0.13166 4.47123 -0.92010 -0.088 0.156 -0.068
H -2.47902 0.04230 -2.16482 0.081 -0.030 -0.021
H -3.68925 1.11172 -2.86522 -0.086 0.088 -0.204
H -3.77306 0.68385 -1.17043 -0.115 -0.097 0.227
H -1.06487 2.85022 -3.84637 0.126 -0.182 -0.104
H -1.17844 4.35055 -2.95663 0.112 0.215 0.019
H -2.61560 3.64521 -3.65789 -0.288 0.002 -0.058
H -3.23653 3.13295 0.56576 -0.032 -0.195 0.180
H -3.86721 3.98580 -0.82939 -0.199 0.039 -0.139
H -2.36030 4.49740 -0.10564 0.158 0.123 0.013
C -0.69525 -2.29996 3.91928 0.367 -0.466 0.013
N -1.26846 -0.98732 3.85482 -0.049 0.824 -0.487
C -2.49274 -0.58843 4.32762 -0.378 0.370 0.206
C -2.66739 0.70388 3.97213 -0.212 -0.221 0.268
N -1.54464 1.09269 3.28942 0.280 -0.545 0.127
C -0.69746 0.04315 3.19235 -0.147 0.228 0.473
S 0.83017 0.03938 2.51215 0.712 0.053 -0.569
H -1.44393 -3.00418 4.27098 -0.058 0.030 0.015
H 0.16701 -2.30645 4.58855 -0.056 -0.026 -0.022
H -0.35760 -2.59104 2.92260 -0.049 0.005 0.092
H -3.13564 -1.25608 4.86322 -0.135 -0.085 0.077
H -3.48536 1.36733 4.15795 -0.170 0.078 0.000
H -1.42762 1.93367 2.74507 0.076 -0.088 0.075
C 0.96426 -7.90667 -2.85187 -0.049 0.050 0.064
C 2.03144 -6.87492 -3.05267 0.056 -0.015 -0.012
C 3.37085 -7.18018 -2.85225 -0.092 0.046 -0.058
C 4.35793 -6.23823 -3.06465 0.051 0.288 -0.024
C 4.02960 -4.95372 -3.48902 -0.311 -0.266 -0.022
N 5.08102 -4.06282 -3.76835 0.471 -0.279 0.003
C 5.05811 -2.71159 -3.99937 0.009 0.208 -0.043
O 5.84006 -2.17844 -4.75751 0.114 0.017 -0.102
N 4.11225 -1.96116 -3.32615 -0.133 0.307 -0.430
C 3.53822 -2.16653 -2.07938 -0.195 -0.082 0.695
C 4.03621 -3.06198 -1.13265 -0.109 0.264 0.007
C 3.41676 -3.12627 0.10164 -0.142 0.128 -0.126
C 2.32309 -2.31307 0.35553 0.104 -0.339 0.260
N 1.84185 -1.46920 -0.54546 -0.171 0.102 0.134
C 2.43046 -1.39136 -1.72221 0.310 -0.165 -0.459
C 2.68937 -4.63302 -3.67837 0.095 0.008 -0.095
C 1.71210 -5.58450 -3.45768 0.110 -0.049 0.055
H 1.39643 -8.90058 -2.77039 -0.022 -0.088 0.008
H 0.26108 -7.89952 -3.68231 -0.068 -0.050 -0.039
H 0.40238 -7.70261 -1.94129 -0.084 -0.045 0.071
H 3.65356 -8.17252 -2.53616 0.015 -0.153 0.033
H 5.39579 -6.49920 -2.91571 0.129 -0.022 0.028
H 5.91172 -4.49946 -4.14945 -0.145 0.226 -0.014
H 4.01380 -1.02867 -3.70736 0.149 -0.167 -0.002
H 4.90017 -3.67148 -1.34531 0.039 -0.004 -0.020
H 3.78323 -3.79955 0.86113 0.005 -0.020 0.073
H 1.81965 -2.32661 1.31017 -0.062 -0.035 0.084
H 2.01940 -0.66743 -2.41576 0.032 0.061 -0.099
H 2.40870 -3.65274 -4.02886 -0.023 0.070 -0.039
H 0.68070 -5.31449 -3.62460 -0.168 0.011 -0.023
```
Positions in Å, forces in eV/Å.

The value obtained for the LUMO energy is 0.310 eV. The value obtained for the calculated total energy is -3205.1010 Eh. For the frontier orbital gap, the calculation gives 7.6 eV.



ORCA calculation (ωB97M-V/def2-TZVPD) on a structure of composition C33H38FeGeIN9SSe.

The geometry in XYZ format:
```
85
Properties=species:S:1:pos:R:3:forces:R:3
Fe -0.07790 -0.10031 0.12576 -0.076 -0.046 0.153
N -4.08735 -2.30590 -0.66391 0.028 0.002 0.003
C -3.01433 -1.51044 -0.28803 -0.041 0.163 -0.007
S -1.43534 -2.33574 -0.06682 -0.030 -0.049 -0.010
N -3.16529 -0.25904 -0.04988 0.116 -0.087 0.040
N -2.05039 0.46055 0.21684 -0.160 0.087 -0.081
C -2.21200 1.72854 0.61532 0.000 -0.040 0.002
C -1.05608 2.47323 0.92613 0.002 -0.030 -0.011
C -1.11189 3.79780 1.42544 -0.013 0.021 0.002
C 0.03938 4.45589 1.74673 0.000 -0.001 -0.006
C 1.28429 3.81413 1.57125 -0.011 0.015 0.006
C 1.28447 2.53674 1.07772 -0.026 -0.004 -0.025
N 0.16705 1.86040 0.75764 0.034 0.169 0.035
H -4.07800 -3.24012 -0.28132 0.005 -0.003 -0.005
H -4.97623 -1.83817 -0.54447 0.003 0.000 -0.008
H -3.20375 2.15234 0.71682 0.006 0.008 0.007
H -2.07903 4.26633 1.55230 0.005 -0.002 0.000
H -0.00178 5.46524 2.13451 0.001 -0.004 -0.001
H 2.21489 4.30831 1.80746 0.000 0.001 0.000
H 2.21783 2.00808 0.91340 -0.001 -0.004 0.002
I 1.69265 -2.15268 0.81939 0.189 -0.166 0.026
C 1.56310 -3.31654 -0.94215 -0.078 -0.016 -0.045
C 2.73663 -3.97026 -1.20055 0.055 -0.025 -0.006
C 2.95687 -4.61458 -2.43051 -0.018 0.011 0.006
C 2.00608 -4.52405 -3.39800 -0.008 0.000 0.018
C 0.77178 -3.87264 -3.15434 0.020 -0.015 -0.043
C -0.16883 -3.80732 -4.21270 -0.007 0.020 0.008
C -1.37266 -3.20412 -4.03176 0.001 0.020 -0.017
C -1.72086 -2.71070 -2.76056 0.003 0.007 -0.002
C -0.85289 -2.77688 -1.70536 0.048 -0.052 -0.016
C 0.47868 -3.29872 -1.88000 0.008 0.009 0.077
H 3.53313 -3.95990 -0.46851 -0.015 0.009 -0.001
H 3.89112 -5.12897 -2.60718 0.001 0.005 0.000
H 2.16927 -4.95823 -4.37643 0.000 0.003 0.006
H 0.09353 -4.26103 -5.16082 0.000 0.013 0.008
H -2.09190 -3.14347 -4.83823 0.004 -0.004 0.012
H -2.71714 -2.32273 -2.61215 -0.019 0.021 0.023
C -0.32755 -0.11495 6.72942 -0.003 -0.019 0.004
Ge 1.04597 0.74388 5.64224 -0.018 0.021 0.016
C 0.55270 2.58468 5.22910 -0.013 0.022 -0.016
C 2.79149 0.63287 6.50595 0.032 -0.006 -0.004
C 1.16798 -0.17193 3.88973 0.058 0.044 -0.057
Se -0.56525 -0.24516 2.99335 -0.073 -0.014 0.003
C -1.09021 -2.01776 3.58038 -0.010 -0.031 0.025
H -0.48070 0.45664 7.64536 0.005 -0.004 -0.005
H -0.03560 -1.12750 7.01083 -0.008 0.002 -0.014
H -1.27815 -0.15286 6.19607 0.001 0.008 0.001
H 0.38225 3.15610 6.14169 0.004 -0.009 0.003
H -0.36281 2.60786 4.63478 0.013 -0.001 0.011
H 1.34269 3.07578 4.65916 -0.001 -0.005 0.001
H 2.78042 1.16035 7.46002 -0.011 -0.001 -0.005
H 3.56597 1.07964 5.88155 -0.010 -0.001 0.000
H 3.06015 -0.40670 6.69670 0.001 0.008 0.002
H 1.57389 -1.18272 3.95519 -0.020 -0.016 0.005
H 1.82007 0.41803 3.23990 0.006 -0.029 0.006
H -1.08354 -2.05947 4.66688 0.010 0.006 -0.009
H -0.41815 -2.76712 3.16580 -0.010 -0.003 0.005
H -2.10288 -2.19273 3.22196 0.004 0.005 -0.003
C 2.48802 -0.65786 -2.59776 0.016 0.005 0.021
C 1.09881 -0.19975 -2.85577 -0.031 0.073 -0.041
N 0.21245 0.20383 -1.95785 0.090 -0.040 -0.084
C -0.88661 0.66588 -2.65901 -0.054 -0.006 0.014
C -0.66219 0.52601 -3.98398 -0.004 -0.047 0.002
N 0.59395 -0.03295 -4.10022 0.004 0.022 -0.034
C 1.20956 -0.42767 -5.35941 -0.025 0.006 0.025
N 2.51317 0.13161 -5.52985 0.018 -0.044 -0.010
N 3.59070 -0.69808 -5.59232 0.002 0.043 0.004
N 4.65455 -0.00380 -5.65641 -0.026 0.005 0.005
C 4.31016 1.33539 -5.62242 0.036 -0.014 -0.005
C 5.11124 2.48062 -5.65858 0.000 -0.001 -0.001
C 4.46740 3.69319 -5.59425 -0.008 0.002 0.003
C 3.06172 3.77858 -5.49557 0.005 0.014 0.001
C 2.25981 2.66074 -5.46257 0.000 -0.013 0.004
C 2.92415 1.43252 -5.53439 -0.019 0.009 0.001
H 2.64447 -0.77354 -1.52941 -0.012 0.013 -0.012
H 3.20048 0.08440 -2.96353 0.000 -0.006 0.001
H 2.70819 -1.60256 -3.09752 -0.009 -0.003 -0.001
H -1.75428 1.05230 -2.15363 0.015 0.003 -0.002
H -1.26757 0.75475 -4.84391 0.007 -0.005 0.005
H 0.53533 -0.10607 -6.15255 0.005 0.007 -0.013
H 1.32763 -1.50935 -5.40518 0.003 -0.020 -0.003
H 6.18687 2.40192 -5.73537 -0.008 0.004 0.000
H 5.04245 4.60866 -5.61993 0.004 -0.007 0.000
H 2.60245 4.75705 -5.44526 0.002 -0.004 -0.001
H 1.18355 2.73806 -5.38344 0.006 -0.007 -0.001
```
Positions in Å, forces in eV/Å.

Its expectation value of S² is 8.7889. As for the relative energy (zero: lowest compared OMol25 entry of this formula, charge and spin): 0.0 kcal/mol. The value obtained for the LUMO energy (spin up / spin down) is -2.558 / -2.660 eV. Its spin multiplicity is 6. The value obtained for the calculated total energy is -8210.8554 Eh. For the frontier orbital gap (spin up / spin down), the calculation gives 5.5 / 7.8 eV. The net charge is +1.



ORCA calculation (ωB97M-V/def2-TZVPD) on a cluster of 6 separate species, C33H38IS2 in total in a non-equilibrium geometry.

The geometry in XYZ format:
```
74
Properties=species:S:1:pos:R:3:forces:R:3
C -2.23038 3.52037 -3.48406 0.666 -0.241 -0.424
C -0.78668 3.10641 -3.07639 -0.776 -0.224 0.267
I 0.49246 3.16977 -4.81914 -0.118 -0.102 0.378
C -0.69312 1.67701 -2.45691 0.788 1.316 -0.864
S -0.87542 1.69952 -0.62239 0.162 0.018 0.053
S -2.11893 3.23882 0.02886 0.003 0.323 -0.036
H -2.15075 4.18860 -4.34521 -0.234 -0.044 0.200
H -2.77768 2.62677 -3.80591 -0.048 0.260 0.060
H -2.78342 4.04463 -2.70321 0.122 -0.230 0.063
H -0.38521 3.81800 -2.34814 0.205 -0.008 -0.388
H -1.38314 0.97034 -2.92937 -0.211 0.091 0.607
H 0.31657 1.29794 -2.66727 -0.155 -0.116 0.623
H 0.37501 2.07600 -0.18033 -0.637 -0.028 -0.382
H -1.40470 4.41276 -0.01177 0.194 -0.837 -0.341
C 0.98090 2.71746 4.12077 0.053 0.022 0.000
C 0.17476 2.68827 2.99043 -0.057 -0.131 -0.056
C -0.87245 1.77855 2.90585 0.146 -0.062 0.057
C -1.12069 0.90263 3.95526 0.021 -0.022 -0.021
C -0.31695 0.93505 5.08687 0.016 0.044 -0.045
C 0.73583 1.83912 5.16802 -0.061 0.001 -0.078
H 1.79767 3.42463 4.18603 -0.026 0.012 0.021
H 0.36445 3.37939 2.17360 0.011 0.063 0.047
H -1.49360 1.75558 2.01893 -0.069 -0.093 0.318
H -1.93927 0.19726 3.89102 0.008 0.008 0.007
H -0.51026 0.25516 5.90617 0.000 0.007 -0.010
H 1.36442 1.86008 6.04856 -0.010 0.013 -0.002
C 0.55490 -3.17831 -2.08393 -0.026 0.030 0.053
C 0.83701 -4.12507 -3.05932 0.004 0.022 -0.044
C 1.18386 -3.72056 -4.34277 -0.011 0.060 0.072
C 1.25773 -2.36813 -4.64994 -0.004 -0.007 -0.012
C 0.97884 -1.42107 -3.67387 -0.070 0.001 0.120
C 0.62374 -1.82589 -2.39236 0.017 -0.034 -0.170
H 0.28228 -3.49423 -1.08503 0.012 -0.013 -0.012
H 0.78619 -5.17957 -2.81933 -0.012 0.016 0.023
H 1.39765 -4.45967 -5.10382 0.009 0.007 0.006
H 1.53243 -2.05332 -5.64834 0.000 0.001 0.012
H 1.03881 -0.36495 -3.91313 0.055 -0.029 -0.097
H 0.40155 -1.08683 -1.62910 0.026 -0.029 0.063
C -7.35999 2.33317 -0.13868 0.011 -0.020 -0.007
C -7.94064 1.09764 -0.39477 0.067 0.007 -0.012
C -7.14498 0.01056 -0.73407 0.020 0.051 0.018
C -5.76615 0.15650 -0.80889 0.036 0.003 -0.005
C -5.18655 1.39174 -0.54924 -0.174 -0.031 -0.005
C -5.98171 2.48108 -0.21819 0.078 -0.027 -0.008
H -7.98094 3.18002 0.12260 0.006 -0.008 -0.001
H -9.01459 0.98194 -0.33040 0.009 0.005 -0.007
H -7.59904 -0.94994 -0.93923 0.006 0.005 0.011
H -5.14529 -0.69195 -1.06891 -0.020 -0.003 0.003
H -4.11035 1.50605 -0.60604 -0.002 -0.058 -0.035
H -5.52874 3.44583 -0.02081 -0.029 0.007 0.011
C 4.25496 4.92234 3.41805 0.060 0.018 0.059
C 4.65178 4.12608 4.48505 -0.013 0.021 -0.031
C 5.73311 4.50425 5.27005 -0.011 0.041 -0.021
C 6.41197 5.68404 4.99318 -0.051 -0.027 -0.033
C 6.01290 6.48205 3.92848 -0.012 -0.035 0.004
C 4.93693 6.09979 3.13815 -0.015 -0.030 0.023
H 3.41326 4.62536 2.80301 0.011 0.003 -0.012
H 4.11903 3.20861 4.70488 0.041 -0.016 -0.002
H 6.04632 3.88072 6.09746 -0.008 0.009 -0.002
H 7.25191 5.98135 5.60745 -0.005 -0.002 -0.007
H 6.54142 7.40202 3.71434 -0.002 -0.011 -0.002
H 4.62969 6.71960 2.30527 0.007 0.008 0.012
C 0.70460 -9.33081 -2.41548 0.015 0.028 0.014
C 1.07302 -10.07099 -1.29961 0.026 0.030 -0.009
C 2.13068 -9.64962 -0.50364 -0.018 0.045 -0.039
C 2.81502 -8.48249 -0.81853 -0.042 -0.017 -0.011
C 2.44464 -7.74001 -1.93251 -0.038 -0.007 -0.011
C 1.39198 -8.16619 -2.73348 0.016 -0.003 0.081
H -0.11745 -9.66143 -3.03750 0.011 -0.004 0.003
H 0.53624 -10.97742 -1.05062 0.012 0.002 -0.010
H 2.42152 -10.23047 0.36219 -0.006 0.005 -0.004
H 3.63674 -8.15219 -0.19591 0.001 -0.007 -0.012
H 2.97786 -6.82907 -2.17704 0.014 -0.020 -0.006
H 1.10643 -7.59067 -3.60592 0.005 -0.026 -0.015
```
Positions in Å, forces in eV/Å.

The value obtained for the LUMO energy is -4.745 eV. The value obtained for the calculated total energy is -2374.0060 Eh. For the frontier orbital gap, the calculation gives 6.0 eV. The net charge is +1.